No. 1
6
Properties=species:S:1:pos:R:3:forces:R:3 method="wB97M-V/def2-TZVPD" total_charge=0 total_energy_ha=-835.74728 e_homo_ev="-10.14 / -10.10" orbital_gap_ev="5.542 / 5.353" e_above_lowest_kcal_mol=130.38 e_lumo_ha="-0.16882 / -0.17429"
C 0.57743 0.46542 0.56493 0.48 1.41 -0.36
C 0.16118 -0.43980 -0.31170 -1.29 0.59 -0.80
F 0.48683 1.75653 0.31442 0.30 -1.05 1.03
F 1.43494 0.04596 1.49404 -0.56 1.10 -0.56
F 0.14128 -1.65913 -0.06679 -0.46 -2.01 -0.18
Cl -2.80166 -0.16898 -1.99490 1.54 -0.04 0.87



No. 2
7
Properties=species:S:1:pos:R:3:forces:R:3 method="wB97M-V/def2-TZVPD" total_charge=0 total_energy_ha=-911.16143 e_homo_ev=-10.99 orbital_gap_ev=11.095 e_above_lowest_kcal_mol=40.31 e_lumo_ha=0.00390
C 1.81817 0.73590 0.18661 0.16 -0.61 0.79
C -1.48585 -0.37506 -0.10947 1.79 0.63 -1.08
O -0.64110 -1.11198 -0.51225 -1.58 0.80 0.86
F 2.49360 0.33188 -0.84748 -0.23 -0.36 0.60
F 1.77124 -0.29682 1.04926 0.33 0.95 -1.34
F -2.72846 -0.66798 0.17073 0.01 -0.29 0.14
Cl -1.22760 1.38407 0.06259 -0.49 -1.11 0.04